115
Properties=species:S:1:pos:R:3:mulliken_charge:R:1 method="wB97M-V/def2-TZVPD" energy_ev=-145482.70208 e_above_lowest_kj_mol=30.2 homo_ha=-0.160 charge=-1
Rb 0.169 0.110 -0.190 0.62
C 3.261 -0.855 2.358 -0.73
C 2.086 -0.463 3.197 0.48
C 2.036 -0.324 4.598 -1.85
C 0.725 0.010 4.871 1.05
C 0.108 0.284 6.206 -1.23
N 0.065 0.068 3.692 0.47
N 0.900 -0.208 2.663 0.42
B -1.466 0.286 3.516 -0.90
N -1.829 1.603 2.791 0.50
N -1.631 1.800 1.461 0.10
C -2.177 2.967 1.164 0.67
C -2.164 3.489 -0.238 -0.58
C -2.755 3.545 2.314 -1.82
C -2.514 2.642 3.326 1.06
C -2.916 2.744 4.762 -1.27
N -2.132 -0.944 2.835 0.54
N -1.995 -1.247 1.522 -0.07
C -2.722 -2.332 1.308 0.56
C -2.809 -2.941 -0.056 -1.11
C -3.340 -2.756 2.502 -1.34
C -2.934 -1.843 3.451 0.84
C -3.294 -1.810 4.902 -1.20
H 3.652 -1.826 2.672 0.51
H 4.073 -0.130 2.458 0.35
H 2.973 -0.927 1.310 -0.32
H 2.834 -0.454 5.313 0.45
H 0.877 0.200 6.974 0.33
H -0.693 -0.418 6.441 0.16
H -0.316 1.288 6.252 0.15
H -1.917 0.357 4.627 -0.28
H -1.821 2.716 -0.925 -0.03
H -1.504 4.350 -0.357 -0.19
H -3.167 3.797 -0.541 0.44
H -3.271 4.490 2.396 0.42
H -3.432 3.692 4.915 0.33
H -2.054 2.710 5.430 0.17
H -3.587 1.935 5.054 0.20
H -2.300 -2.305 -0.779 0.11
H -3.848 -3.063 -0.368 0.39
H -2.337 -3.927 -0.079 0.13
H -3.993 -3.602 2.655 0.43
H -3.944 -2.657 5.122 0.33
H -3.820 -0.892 5.166 0.18
H -2.412 -1.877 5.541 0.15
C -2.982 4.684 -6.439 -2.22
C -2.070 5.550 -5.568 1.79
C -1.119 6.317 -6.499 -1.63
C -2.945 6.558 -4.808 -1.60
C -1.268 4.714 -4.573 -0.44
C -1.374 3.338 -4.469 0.50
C -0.620 2.657 -3.529 -0.20
Br -0.803 0.751 -3.447 -0.20
C 0.275 3.248 -2.603 -0.53
O 0.903 2.568 -1.720 0.71
C 0.399 4.679 -2.758 -0.93
C -0.366 5.339 -3.705 -0.28
C 1.401 5.437 -1.878 2.88
C 1.067 5.255 -0.391 -1.83
C 1.402 6.940 -2.166 -2.53
C 2.817 4.917 -2.174 -1.62
H -3.530 5.318 -7.140 0.44
H -3.711 4.142 -5.832 0.39
H -2.406 3.958 -7.016 0.40
H -1.684 6.927 -7.211 0.47
H -0.495 5.617 -7.060 0.33
H -0.457 6.980 -5.939 0.30
H -3.519 7.174 -5.507 0.46
H -2.337 7.218 -4.188 0.31
H -3.641 6.031 -4.153 0.34
H -2.039 2.770 -5.106 0.50
H -0.259 6.413 -3.781 0.31
H 0.122 5.752 -0.156 0.38
H 1.847 5.707 0.231 0.50
H 0.974 4.203 -0.135 0.18
H 0.429 7.390 -1.952 0.43
H 1.665 7.156 -3.204 0.40
H 2.142 7.423 -1.522 0.47
H 2.862 3.840 -2.035 0.08
H 3.548 5.393 -1.511 0.45
H 3.086 5.148 -3.208 0.35
C 3.647 1.162 -2.924 -0.80
P 3.657 0.474 -1.271 0.96
C 3.464 1.875 -0.171 0.13
C 5.322 -0.156 -0.964 -1.38
O 2.628 -0.595 -1.078 -0.43
H 4.391 1.949 -3.050 0.35
H 2.642 1.584 -3.032 -0.05
H 3.795 0.373 -3.662 0.41
H 4.324 2.544 -0.229 0.38
H 3.338 1.528 0.855 0.15
H 2.565 2.411 -0.492 -0.69
H 6.080 0.612 -1.122 0.41
H 5.505 -1.002 -1.627 0.35
H 5.359 -0.500 0.071 0.29
C 0.337 -5.219 -0.715 -1.45
P 0.989 -3.494 -0.694 0.93
C 2.447 -3.748 0.400 -1.21
C 1.803 -3.416 -2.342 0.28
C 2.926 -4.159 -2.700 -0.19
C 3.523 -3.990 -3.943 -0.76
C 3.003 -3.072 -4.848 -0.43
C 1.880 -2.329 -4.506 -0.53
C 1.291 -2.503 -3.261 -0.31
H 1.109 -5.955 -0.950 0.42
H -0.466 -5.300 -1.449 0.38
H -0.080 -5.437 0.271 0.43
H 2.979 -4.682 0.204 0.50
H 2.102 -3.746 1.435 0.45
H 3.119 -2.900 0.265 0.02
H 3.350 -4.871 -2.002 0.24
H 4.400 -4.571 -4.204 0.38
H 3.475 -2.933 -5.813 0.38
H 1.475 -1.596 -5.193 0.42
H 0.438 -1.896 -2.984 -0.01



122
Properties=species:S:1:pos:R:3:mulliken_charge:R:1 method="wB97M-V/def2-TZVPD" smiles="CCNc1cc(CCCNCc2ccccc2O)c2nc(P(C)C)c(CC(=O)Br)nc2c1.CCOC(=O)OC.CCOC(=O)OC.CCOC(=O)OC.CCOC(=O)OC" energy_ev=-156439.18175 homo_ha=-0.294
C -2.204 -2.704 1.310 -0.60
C -2.620 -1.823 2.592 -0.66
N -1.436 -1.241 3.309 -0.33
C -0.584 -0.646 2.292 0.20
C 0.861 -1.047 2.129 -0.76
C 1.711 -0.415 1.117 1.01
C 3.208 -0.899 1.076 -1.42
C 3.652 -1.459 -0.328 0.27
C 2.973 -2.849 -0.718 -0.65
N 2.671 -2.961 -2.160 0.07
C 1.547 -2.073 -2.541 0.08
C 0.159 -2.851 -2.529 0.34
C -0.138 -3.892 -1.541 -0.28
C -1.473 -4.567 -1.552 -0.73
C -2.447 -4.189 -2.584 -0.55
C -2.131 -3.138 -3.560 -0.43
C -0.827 -2.440 -3.575 0.37
O -0.484 -1.447 -4.493 -0.54
C 1.189 0.667 0.186 0.91
N 2.106 1.206 -0.710 -0.25
C 1.458 2.144 -1.476 0.02
P 2.524 2.985 -2.800 -0.05
C 4.175 2.046 -2.786 -0.81
C 1.811 2.530 -4.513 -0.77
C 0.028 2.571 -1.361 -0.10
C -0.605 3.691 -2.276 -0.55
C -1.985 3.276 -2.895 0.48
O -2.578 2.266 -2.713 -0.43
Br -2.801 4.583 -4.168 -0.21
N -0.814 2.037 -0.431 -0.35
C -0.231 1.045 0.348 0.10
C -1.091 0.396 1.390 -0.79
H -3.014 -3.489 1.219 0.47
H -1.205 -3.207 1.484 0.15
H -2.165 -2.038 0.401 0.18
H -3.130 -2.558 3.289 0.31
H -3.387 -1.039 2.326 0.21
H -0.964 -2.054 3.721 0.41
H 1.282 -1.823 2.829 0.13
H 3.908 -0.087 1.443 0.49
H 3.331 -1.748 1.818 0.31
H 4.768 -1.658 -0.254 0.43
H 3.527 -0.747 -1.184 -0.47
H 3.721 -3.673 -0.491 0.36
H 2.084 -2.994 -0.049 0.03
H 3.468 -2.673 -2.738 0.30
H 1.417 -1.179 -1.859 -0.63
H 1.730 -1.678 -3.583 0.57
H 0.568 -4.240 -0.749 0.29
H -1.673 -5.364 -0.790 0.40
H -3.431 -4.720 -2.603 0.35
H -2.883 -2.834 -4.333 0.32
H -1.254 -0.855 -4.578 0.33
H 4.829 2.362 -1.933 0.30
H 3.912 0.943 -2.727 0.10
H 4.693 2.176 -3.778 0.41
H 1.060 3.278 -4.875 0.33
H 1.318 1.517 -4.366 0.12
H 2.659 2.394 -5.249 0.37
H 0.060 4.001 -3.121 0.50
H -0.791 4.567 -1.587 0.19
H -2.160 0.698 1.542 0.26
C 5.034 5.346 3.227 -1.09
C 3.807 5.529 4.097 -0.15
O 2.636 5.729 3.297 -0.41
C 2.097 4.617 2.779 0.74
O 2.501 3.493 2.937 -0.56
O 1.042 4.974 2.036 -0.39
C 0.416 3.881 1.360 -0.46
H 5.131 6.174 2.521 0.30
H 5.937 5.293 3.838 0.36
H 4.964 4.431 2.636 0.29
H 3.923 6.426 4.708 0.30
H 3.670 4.688 4.781 0.29
H 0.165 3.079 2.054 0.33
H 1.067 3.515 0.569 0.14
H -0.505 4.249 0.912 0.31
C -4.247 6.977 -0.929 -0.98
C -5.429 7.842 -1.321 -0.29
O -5.270 9.180 -0.833 -0.35
C -4.463 9.963 -1.559 0.78
O -3.884 9.647 -2.568 -0.55
O -4.393 11.159 -0.957 -0.33
C -3.499 12.074 -1.591 -0.63
H -4.076 7.025 0.149 0.32
H -4.417 5.938 -1.216 0.31
H -3.331 7.322 -1.413 0.30
H -6.337 7.449 -0.860 0.30
H -5.589 7.839 -2.401 0.32
H -3.722 12.173 -2.654 0.29
H -2.468 11.750 -1.444 0.29
H -3.630 13.046 -1.118 0.22
C -5.370 -6.318 7.311 -1.08
C -6.570 -5.462 6.960 -0.16
O -6.389 -4.115 7.416 -0.38
C -5.619 -3.344 6.640 0.78
O -5.088 -3.678 5.610 -0.56
O -5.522 -2.139 7.216 -0.34
C -4.661 -1.236 6.523 -0.63
H -5.149 -6.251 8.378 0.29
H -5.552 -7.363 7.051 0.35
H -4.478 -5.982 6.778 0.29
H -7.454 -5.847 7.471 0.29
H -6.781 -5.484 5.889 0.30
H -4.934 -1.156 5.470 0.28
H -3.624 -1.558 6.627 0.28
H -4.768 -0.254 6.982 0.26
C 6.461 -9.405 -4.239 -1.09
C 6.877 -7.956 -4.084 -0.17
O 5.831 -7.074 -4.508 -0.38
C 4.845 -6.881 -3.620 0.73
O 4.777 -7.368 -2.519 -0.56
O 3.939 -6.069 -4.175 -0.36
C 2.788 -5.837 -3.358 -0.48
H 6.121 -9.600 -5.259 0.29
H 7.293 -10.072 -4.009 0.35
H 5.630 -9.649 -3.574 0.31
H 7.735 -7.752 -4.726 0.29
H 7.180 -7.733 -3.059 0.31
H 3.070 -5.498 -2.364 0.20
H 2.185 -6.746 -3.298 0.40
H 2.194 -5.058 -3.830 0.14



113
Properties=species:S:1:pos:R:3:mulliken_charge:R:1 method="wB97M-V/def2-TZVPD" energy_ev=-209330.75260 e_above_lowest_kj_mol=313.9 homo_ha="-0.187 / -0.267" spin_multiplicity=3
Ti 0.028 -0.431 1.127 -0.65
N -1.947 -0.103 1.909 0.97
C -2.618 -1.207 2.593 -0.34
C -1.896 -1.415 3.919 -1.25
N -0.462 -1.629 3.709 0.88
C 0.354 -0.964 4.729 -1.19
C 1.554 -0.256 4.089 -0.88
N 1.079 0.434 2.888 0.42
C -0.204 -3.070 3.649 -0.77
C 1.263 -3.453 3.394 -1.19
N 1.830 -3.028 2.133 -0.30
H -1.859 0.687 2.563 -0.79
H -2.531 0.234 1.136 0.45
H -2.567 -2.106 1.967 -0.15
H -3.675 -0.976 2.790 0.59
H -2.343 -2.246 4.482 0.39
H -2.046 -0.506 4.508 0.59
H 0.686 -1.668 5.503 0.33
H -0.238 -0.191 5.230 0.73
H 2.351 -0.957 3.820 0.44
H 1.965 0.449 4.828 0.56
H 1.843 0.996 2.502 0.47
H 0.344 1.110 3.179 -0.58
H -0.822 -3.471 2.841 0.26
H -0.520 -3.552 4.594 0.55
H 1.322 -4.546 3.437 0.58
H 1.890 -3.074 4.206 0.29
H 1.344 -3.494 1.373 0.36
H 1.718 -2.021 1.986 -0.06
C 3.459 4.321 -4.057 -1.74
C 2.087 3.648 -3.944 1.97
C 1.016 4.743 -3.885 -2.07
C 1.813 2.786 -5.186 -1.48
C 2.040 2.738 -2.727 0.20
C 1.104 2.900 -1.724 -0.56
C 1.009 1.963 -0.714 -0.27
Se -0.288 2.153 0.655 0.23
C -1.098 -0.364 -0.702 -0.16
C -1.880 0.250 -1.636 -0.35
C -2.716 -0.526 -2.448 -0.68
C -2.638 -1.905 -2.335 0.07
C -1.829 -2.563 -1.409 -1.07
C -1.091 -1.753 -0.527 1.13
O -0.373 -2.143 0.538 -0.13
C -1.764 -4.084 -1.321 2.62
C -2.303 -4.526 0.046 -1.39
C -2.587 -4.773 -2.414 -2.39
C -0.302 -4.523 -1.473 -1.45
C -3.695 0.198 -3.358 2.15
C -4.651 -0.757 -4.077 -2.32
C -4.554 1.147 -2.504 -1.67
C -2.913 0.994 -4.408 -1.58
C 1.834 0.817 -0.648 0.29
O 1.545 -0.084 0.276 0.26
C 2.884 0.723 -1.582 -0.51
C 2.927 1.669 -2.602 -0.58
C 3.952 -0.370 -1.557 2.19
C 3.713 -1.297 -2.758 -1.66
C 5.342 0.280 -1.661 -1.84
C 3.941 -1.207 -0.274 -1.85
H 3.487 4.966 -4.933 0.47
H 4.257 3.590 -4.151 0.32
H 3.654 4.928 -3.176 0.38
H 1.073 5.358 -4.781 0.45
H 1.158 5.389 -3.022 0.41
H 0.020 4.308 -3.841 0.30
H 1.798 3.405 -6.080 0.47
H 0.847 2.295 -5.087 0.24
H 2.572 2.020 -5.311 0.32
H 0.420 3.733 -1.698 0.68
H -1.872 1.324 -1.744 0.35
H -3.250 -2.507 -2.983 0.66
H -3.321 -4.167 0.189 0.29
H -1.676 -4.132 0.843 0.02
H -2.306 -5.611 0.120 0.58
H -3.647 -4.557 -2.302 0.41
H -2.447 -5.849 -2.336 0.46
H -2.259 -4.459 -3.403 0.43
H 0.333 -3.991 -0.766 -0.03
H 0.048 -4.303 -2.480 0.35
H -0.210 -5.593 -1.297 0.46
H -5.239 -1.327 -3.360 0.45
H -4.115 -1.444 -4.727 0.39
H -5.337 -0.176 -4.690 0.45
H -5.069 0.582 -1.727 0.35
H -5.303 1.635 -3.126 0.45
H -3.954 1.919 -2.028 0.33
H -2.348 0.316 -5.044 0.35
H -2.212 1.680 -3.941 0.25
H -3.599 1.566 -5.027 0.49
H 3.701 1.562 -3.346 0.36
H 3.798 -0.748 -3.693 0.34
H 2.712 -1.722 -2.704 0.24
H 4.440 -2.107 -2.767 0.47
H 5.485 0.794 -2.608 0.35
H 6.117 -0.479 -1.577 0.46
H 5.480 1.002 -0.858 0.41
H 3.027 -1.792 -0.185 0.09
H 4.040 -0.569 0.603 0.37
H 4.782 -1.898 -0.284 0.55
Se -2.947 2.231 4.029 0.05
N -1.139 2.079 3.837 -0.49
C -0.579 2.823 4.813 0.41
C 0.791 3.050 4.984 -0.24
C 1.225 3.775 6.072 -0.88
C 0.324 4.294 7.005 -0.47
C -1.030 4.133 6.842 -0.74
C -1.504 3.411 5.740 0.39
N -2.802 3.210 5.490 -0.92
H 1.505 2.703 4.252 0.49
H 2.284 3.952 6.204 0.38
H 0.697 4.844 7.856 0.37
H -1.740 4.552 7.535 0.44



143
Properties=species:S:1:pos:R:3:mulliken_charge:R:1 method="wB97M-V/def2-TZVPD" energy_ev=-207428.60372 homo_ha=-0.440 charge=+1
C -0.202 -1.213 2.864 -0.64
C -1.129 -0.153 3.558 -0.59
C -2.507 -0.168 2.771 -0.67
C -2.289 0.624 1.435 -0.18
N -2.993 0.012 0.248 -0.12
C -3.583 1.094 -0.480 -0.89
C -2.858 1.920 -1.418 1.00
C -1.374 1.546 -1.652 -0.67
C -1.368 0.499 -2.842 -1.40
C -0.094 -0.386 -2.889 0.88
F 0.466 -0.244 -4.134 -0.35
F 0.852 0.115 -2.009 -0.32
C -0.318 -1.890 -2.478 0.43
F -1.591 -2.326 -2.705 -0.33
F -0.089 -1.953 -1.121 -0.31
C 0.645 -2.876 -3.223 0.98
F 1.929 -2.424 -3.216 -0.29
F 0.176 -2.979 -4.505 -0.26
C 0.674 -4.351 -2.630 0.53
F 0.541 -5.235 -3.663 -0.22
F 1.858 -4.587 -2.038 -0.24
F -0.325 -4.623 -1.767 -0.25
C -3.531 3.028 -2.083 0.23
C -2.766 3.949 -3.048 -1.15
C -2.264 5.258 -2.287 -0.55
C -0.737 5.106 -1.924 -0.58
C -0.151 6.389 -1.297 0.50
O -0.777 7.235 -0.730 -0.60
O 1.224 6.541 -1.358 -0.48
C -4.917 3.206 -1.780 0.45
S -5.899 4.552 -2.494 1.28
O -6.013 5.594 -1.519 -0.54
O -5.381 5.000 -3.748 -0.56
F -7.384 4.002 -2.759 -0.21
N -5.570 2.380 -0.896 0.40
F -6.863 2.587 -0.602 -0.20
C -4.976 1.349 -0.247 0.47
Br -5.998 0.262 0.965 0.01
H 0.030 -0.944 1.802 0.10
H -0.791 -2.158 2.804 0.10
H 0.776 -1.351 3.366 0.39
H -0.711 0.869 3.382 0.30
H -1.277 -0.345 4.638 0.40
H -3.211 0.435 3.390 0.33
H -2.876 -1.204 2.629 0.24
H -2.693 1.659 1.558 0.36
H -1.194 0.746 1.288 0.23
H -2.334 -0.481 -0.355 0.10
H -0.780 2.415 -1.994 0.01
H -0.900 1.156 -0.734 0.06
H -2.325 -0.061 -2.811 0.63
H -1.397 1.096 -3.784 0.39
H -1.840 3.399 -3.340 0.28
H -3.296 4.170 -3.992 0.68
H -2.479 6.189 -2.841 0.46
H -2.785 5.244 -1.301 0.32
H -0.668 4.320 -1.131 0.27
H -0.185 4.763 -2.832 0.45
H 1.618 5.705 -1.668 0.34
C 0.493 9.599 0.648 -0.47
O -0.072 10.569 1.535 -0.34
C -0.473 10.054 2.695 0.79
O -0.412 8.886 3.000 -0.57
O -0.956 11.041 3.452 -0.34
C -1.428 10.624 4.733 -0.62
H 0.782 10.115 -0.266 0.30
H 1.385 9.152 1.090 0.27
H -0.233 8.830 0.399 0.26
H -0.618 10.186 5.318 0.29
H -2.251 9.916 4.629 0.28
H -1.792 11.509 5.249 0.23
C -2.909 -5.252 6.242 -0.70
O -3.299 -5.946 5.054 -0.32
C -3.298 -5.192 3.955 0.82
O -3.003 -4.025 3.897 -0.54
O -3.681 -5.956 2.926 -0.32
C -3.725 -5.277 1.673 -0.64
H -2.951 -5.964 7.063 0.24
H -1.887 -4.881 6.154 0.31
H -3.597 -4.434 6.453 0.31
H -2.736 -4.907 1.400 0.26
H -4.445 -4.459 1.703 0.30
H -4.047 -5.997 0.924 0.25
C 1.096 6.753 3.405 -0.40
O 2.389 6.150 3.237 -0.29
C 2.373 4.969 2.625 0.77
O 1.394 4.392 2.215 -0.56
O 3.634 4.527 2.542 -0.27
C 3.773 3.258 1.904 -0.69
H 1.240 7.701 3.909 0.24
H 0.633 6.939 2.441 0.10
H 0.458 6.122 4.024 0.32
H 3.418 3.304 0.874 0.25
H 3.239 2.488 2.461 0.31
H 4.832 3.012 1.898 0.24
C 4.225 -8.923 -7.421 -0.62
O 4.452 -7.566 -7.035 -0.36
C 3.604 -7.110 -6.112 0.81
O 2.705 -7.730 -5.606 -0.55
O 3.925 -5.839 -5.846 -0.35
C 3.090 -5.227 -4.866 -0.14
H 4.971 -9.177 -8.170 0.22
H 4.344 -9.591 -6.568 0.29
H 3.234 -9.037 -7.861 0.29
H 3.168 -5.749 -3.913 0.35
H 2.060 -5.202 -5.208 -0.17
H 3.438 -4.204 -4.732 0.22
C -0.902 -7.264 4.116 -0.47
O 0.417 -7.422 3.591 -0.28
C 1.290 -7.946 4.458 0.74
O 1.050 -8.273 5.591 -0.54
O 2.474 -8.040 3.847 -0.31
C 3.512 -8.588 4.662 -0.63
H -1.516 -6.836 3.330 0.17
H -1.323 -8.228 4.398 0.33
H -0.896 -6.585 4.966 0.20
H 3.265 -9.605 4.967 0.30
H 3.689 -7.959 5.534 0.29
H 4.418 -8.615 4.061 0.22
C 9.087 3.980 6.428 -0.62
O 7.955 4.845 6.519 -0.33
C 6.911 4.462 5.780 0.78
O 6.862 3.483 5.077 -0.56
O 5.930 5.350 5.954 -0.34
C 4.742 5.059 5.214 -0.54
H 9.864 4.394 7.068 0.22
H 8.837 2.981 6.784 0.29
H 9.461 3.940 5.405 0.29
H 4.322 4.101 5.525 0.30
H 4.945 5.062 4.150 0.29
H 4.020 5.842 5.432 0.24
C -0.463 -5.442 -6.471 -0.70
O -1.702 -5.132 -7.113 -0.32
C -1.673 -5.253 -8.445 0.71
O -0.724 -5.587 -9.103 -0.53
O -2.884 -4.936 -8.916 -0.34
C -2.999 -5.023 -10.337 -0.63
H -0.608 -5.311 -5.408 0.27
H -0.181 -6.479 -6.659 0.42
H 0.323 -4.764 -6.805 0.30
H -2.817 -6.042 -10.676 0.30
H -2.313 -4.330 -10.822 0.29
H -4.019 -4.745 -10.598 0.22